# 1
11
Properties=species:S:1:pos:R:3:forces:R:3 method="wB97M-V/def2-TZVPD" spin_multiplicity=1 relative_energy_kj_mol=172.2 fmax_ev_per_a=7.18
O 1.194474 2.497816 -3.810922 0.011 0.374 -0.405
O 0.346881 1.096258 -2.399847 2.101 -0.831 0.337
O 0.198717 -2.395418 3.585026 0.383 0.836 0.003
N -0.600287 -1.011706 2.000620 1.848 -6.515 2.386
C 0.131747 -1.242564 3.185200 -2.074 -3.322 -1.417
C 0.494898 1.548037 -3.629869 0.891 1.221 -0.462
H 0.163727 0.981167 -4.490509 -0.778 -0.614 0.058
H 0.557071 -0.485290 3.788237 0.521 1.611 0.010
H -0.366082 1.006784 -1.820904 -2.218 -0.155 0.462
H -1.240900 -1.828793 1.773427 1.341 1.703 0.378
H -0.880246 -0.166291 1.819543 -2.025 5.692 -1.350



# 2
164
Properties=species:S:1:pos:R:3:forces:R:3 method="wB97M-V/def2-TZVPD" spin_multiplicity=2 fmax_ev_per_a=3.23 charge=-1 total_energy_ha=-3341.53648
O 6.204666 18.699485 15.115349 0.150 -0.435 0.176
O 1.587074 20.138751 13.555526 -0.752 -0.687 -0.213
O 13.991420 10.168646 5.987449 0.918 0.377 0.536
O 12.295777 14.519431 4.935804 -0.193 -0.371 -0.742
O 2.838620 16.716419 10.570075 0.340 0.673 -0.202
O 3.248872 20.051195 19.664664 0.672 0.230 0.465
O 9.193749 15.874056 14.850469 -0.164 1.437 -0.120
O 8.196266 9.625261 6.314895 1.741 -0.744 -0.554
O 7.097240 14.189073 8.027068 -0.246 -0.616 -1.996
O 7.710018 13.466516 3.818045 -1.541 0.751 1.093
O 6.322680 8.675114 8.496381 0.734 1.177 0.406
O 15.968417 11.934611 4.743123 -0.287 0.484 1.332
O 11.774819 11.802410 8.250352 -0.931 0.630 0.629
O 6.639932 19.477595 9.920048 -1.549 0.217 0.744
O 5.589983 20.287222 17.763103 0.253 0.628 0.258
O 4.711434 20.590334 11.785682 -0.473 -1.247 0.606
O 5.074854 6.097170 8.319525 0.689 -0.914 -1.878
O 8.886271 10.389951 11.657302 1.294 0.498 -0.721
N 9.387903 13.635577 14.873454 0.845 0.231 -0.045
N 6.811447 14.926220 10.077236 0.442 -1.008 0.546
N 5.790392 14.721073 3.743131 -0.525 -0.855 1.896
N 6.904873 9.550144 12.291727 2.780 0.669 0.192
N 3.359786 17.648802 8.535741 -0.557 -1.794 -1.738
N 10.673438 15.507751 6.073974 -1.491 0.595 1.697
C 7.209737 10.382249 6.874141 -0.828 -0.019 2.139
C 11.098306 14.765085 5.055285 1.039 -0.358 0.742
C 8.831648 12.358833 14.545793 -0.574 -0.418 -0.596
C 5.577555 20.721952 19.116059 -0.502 -0.012 0.246
C 3.334799 20.769326 12.113773 0.372 0.348 -1.091
C 7.212531 7.569044 8.328219 -1.426 0.158 -1.300
C 8.118507 14.346165 10.512954 -0.539 -0.155 -1.313
C 2.892883 16.419915 7.765899 -0.223 0.761 1.048
C 6.750887 14.043805 4.392406 2.520 -0.990 -1.766
C 6.395828 14.816469 8.781289 1.428 0.334 2.357
C 4.180972 21.168423 19.607631 -0.154 -1.660 0.194
C 6.513620 18.692339 13.685941 0.073 1.545 1.082
C 8.241107 9.443143 12.013107 -1.799 -0.264 1.356
C 2.409812 19.918299 18.519667 0.270 1.328 0.873
C 8.509823 9.982257 4.954571 0.247 -0.320 1.626
C 11.500627 16.051319 7.151786 -0.101 -0.098 -0.561
C 14.837635 12.853854 4.947424 0.814 -1.270 -1.411
C 5.208195 21.274482 10.666845 0.819 -0.263 -0.301
C 10.887636 13.556807 14.699633 -1.581 0.672 0.678
C 6.242919 10.782720 12.003631 -0.777 0.158 0.041
C 6.096539 15.663168 11.058872 0.264 0.806 0.745
C 7.009258 9.964844 8.345225 -0.722 -0.863 -0.047
C 16.258360 11.196335 5.960439 -0.715 -0.991 -2.860
C 6.064076 8.496361 12.689744 -0.818 -0.732 -0.587
C 6.821586 19.665362 17.418101 -0.444 -0.094 -0.911
C 1.085925 19.714429 14.831730 1.275 -0.465 -0.513
C 6.396033 6.293072 8.716465 1.165 1.275 2.389
C 5.725714 14.828119 2.306306 0.942 0.303 -0.732
C 4.803248 15.366980 4.626458 -0.229 1.330 -1.967
C 15.410794 9.903212 5.908733 -1.135 0.894 1.256
C 10.381015 12.222518 8.343859 0.884 -0.780 0.204
C 7.836872 18.909135 9.535375 1.129 0.637 -0.568
C 7.055237 19.574073 15.913605 -0.468 -1.282 -1.604
C 8.649593 14.808746 14.797504 1.559 -1.987 0.320
C 13.597715 10.792361 7.224356 0.938 -0.710 -0.480
C 6.683539 20.780511 10.464415 -1.143 0.448 0.342
C 4.941068 5.129667 7.244005 -0.869 1.479 0.463
C 4.067160 18.615595 7.671740 -0.570 0.306 0.492
C 9.294730 15.941252 6.315525 0.316 0.334 0.033
C 12.144473 11.046094 7.097837 -1.392 0.540 1.005
C 3.287977 17.637582 9.895436 -0.030 0.208 -1.379
C 2.991517 19.993913 13.355714 -0.111 1.559 0.899
H 6.712960 16.532208 11.288887 -0.426 0.664 0.053
H 5.317374 8.514653 11.895897 -0.606 -0.873 0.195
H 8.564795 15.518562 5.625139 0.249 0.201 -0.002
H 8.256383 14.189892 11.582841 -0.681 0.353 0.075
H 7.899280 9.961176 8.974474 0.674 -0.272 -0.491
H 3.783846 15.039396 4.422451 -0.035 -0.330 0.092
H 3.082642 19.889966 17.662581 -0.710 -0.265 -0.473
H 9.080408 12.163783 13.502646 -0.343 -0.453 -0.211
H 8.946263 14.959896 10.157635 0.038 0.211 -0.010
H 11.133595 13.307198 13.667503 -0.018 0.001 -0.052
H 14.820604 13.473686 4.050981 0.416 0.632 0.495
H 5.494423 15.417861 8.586356 -0.027 -0.355 -0.292
H 11.629747 10.085293 7.102491 -0.343 -0.081 -0.230
H 6.893700 18.710842 17.939445 0.020 -0.278 -0.164
H 7.754099 12.305993 14.701379 -0.072 0.253 -0.136
H 6.607399 14.366560 1.861685 -0.031 -0.530 0.422
H 10.156888 12.673596 9.310503 0.859 0.191 0.114
H 8.576571 18.988887 10.331983 0.179 -0.489 0.254
H 9.738688 11.342835 8.384702 -0.166 -0.127 -0.734
H 5.681520 11.065655 12.894068 -0.307 0.178 -0.070
H 7.325783 21.424867 9.864061 -0.326 0.288 -0.385
H 8.244936 13.376532 10.031358 -0.103 0.006 -0.005
H 14.110023 11.705357 7.527798 0.165 0.364 -0.757
H 5.779529 18.127614 13.111220 -0.130 0.045 0.480
H 7.565692 14.622015 14.747476 -0.059 0.132 -0.012
H 11.365533 14.491517 14.992908 -0.172 -0.096 -0.047
H 3.438580 20.617188 14.130154 0.612 -0.647 0.637
H 8.400205 11.065343 4.899730 -0.406 -0.051 -0.888
H 7.061414 20.871699 11.482743 0.579 -0.717 0.239
H 4.650106 21.063287 9.754691 -0.302 0.016 -0.056
H 5.982624 19.935651 19.753045 -0.514 -0.563 0.200
H 7.894641 9.311993 4.354245 -0.058 0.689 -0.690
H 1.669813 19.127269 18.641200 0.763 -0.612 -0.030
H 7.695527 20.255207 17.694520 -0.005 0.386 0.546
H 4.702727 18.110846 6.944151 0.493 -0.231 0.392
H 14.995997 13.344452 5.907810 -0.495 0.382 -0.269
H 9.323206 17.030553 6.341894 -0.398 0.268 -0.835
H 15.702530 9.275154 6.750467 0.038 -0.260 0.374
H 8.629193 8.448743 12.282841 0.229 -0.101 -0.319
H 7.454477 11.441454 6.953510 0.049 0.407 -0.540
H 3.638178 15.629025 7.850352 -0.082 -0.048 -0.099
H 4.854489 14.411924 1.800492 -0.264 -0.115 0.537
H 7.707044 17.899692 9.145132 -0.293 -0.140 0.510
H 17.269533 10.808355 5.837533 0.362 0.466 0.313
H 5.561932 8.649907 13.644927 0.085 0.218 0.148
H 2.671006 20.468930 11.303067 0.017 -0.108 -0.337
H 11.141178 15.702929 8.120046 0.018 -0.485 0.013
H 7.512556 18.387957 13.373546 0.293 -0.621 0.689
H 9.568495 9.758161 4.823851 -0.050 -0.151 -0.176
H 8.258991 19.450245 8.688549 0.167 0.300 -0.269
H 3.957168 5.399358 6.860228 -0.128 -0.639 -0.143
H 15.543193 9.299018 5.011218 0.229 0.519 -0.172
H 6.483434 19.743179 13.398010 -0.376 0.047 -0.451
H 8.105095 7.684139 8.943180 -0.007 -0.315 0.566
H 7.592537 7.650528 7.309848 -0.089 -0.616 -0.241
H 3.408436 18.987009 13.335459 -0.392 -0.204 0.108
H 12.558922 15.817773 7.035222 -0.216 0.204 -0.159
H 7.018530 20.553125 15.435889 -0.006 0.384 0.251
H 11.882235 11.623768 6.211480 0.220 -0.130 -0.336
H 1.538442 18.757272 15.090929 0.145 -0.195 0.093
H 13.897746 12.317207 4.818132 -0.014 -0.068 0.852
H 1.388605 20.421048 15.604504 -0.239 0.209 0.126
H 3.668726 18.611104 10.241110 0.080 -0.178 0.704
H 4.863354 16.394983 4.269111 -0.508 0.501 0.484
H 6.889860 11.618831 11.738148 0.188 -0.478 -0.087
H 6.441590 10.740111 8.859835 -0.739 -0.159 -0.287
H 8.980486 15.774741 7.345885 0.058 -0.901 0.026
H 16.136556 11.847928 6.825702 0.039 -0.342 0.186
H 8.055364 19.165274 15.769595 0.413 0.201 0.250
H 6.267263 10.211793 6.353759 -0.357 0.351 -0.078
H 13.850912 10.121364 8.045179 -0.352 -0.416 0.215
H 1.942008 16.051031 8.150425 0.178 0.017 0.511
H 4.978053 4.110237 7.628043 0.044 -0.030 -0.035
H 5.126483 22.330184 10.925537 0.414 0.425 -0.501
H 5.864920 15.846049 1.942248 -0.468 0.453 0.453
H 2.662882 16.600349 6.715837 0.581 0.607 0.046
H 10.292516 14.338980 4.437759 0.075 0.221 -0.187
H 6.052137 15.147327 12.018059 -0.270 -0.458 -0.070
H 5.085695 15.918921 10.741278 0.166 0.104 0.015
H 11.183751 12.744601 15.363530 0.327 0.089 -0.115
H 3.174196 21.832585 12.292056 -0.262 0.215 0.050
H 6.283240 21.517536 19.355137 0.166 0.673 -0.647
H 6.570658 7.531658 12.718537 0.094 0.095 -0.126
H 9.252545 11.534305 15.121206 0.218 0.184 0.269
H 3.754301 22.038833 19.109206 0.039 -0.155 -0.614
H 0.013097 19.521909 14.823426 0.032 0.549 -0.379
H 6.715520 14.097326 5.491527 -0.302 -0.079 -0.153
H 3.391966 19.177006 7.025956 -0.509 -0.002 0.168
H 4.277807 21.487043 20.645512 0.257 -0.093 0.121
H 10.114151 12.958738 7.585655 -0.061 -0.250 -0.341
H 1.768325 20.797318 18.582291 -0.055 0.468 -0.927
H 7.051132 5.422063 8.733550 -0.107 -0.421 -0.781
H 6.264676 6.461627 9.785314 0.098 0.133 0.429
H 5.562149 10.523223 11.192882 -0.369 0.673 -0.155
H 4.990504 15.396992 5.699833 0.509 -0.522 -0.250
H 5.627950 5.279397 6.411010 0.386 0.047 0.232
H 11.253990 17.112827 7.173524 0.685 0.314 -0.038
H 4.609381 19.353653 8.262805 0.252 -0.295 0.008



# 3
78
Properties=species:S:1:pos:R:3:forces:R:3 method="wB97M-V/def2-TZVPD" spin_multiplicity=1 fmax_ev_per_a=2.99 charge=+1 total_energy_ha=-2010.12910
I 0.628702 3.138092 -2.199819 -0.132 -0.035 -0.019
S -2.802238 -1.702010 -2.784630 0.187 0.326 -0.047
O 2.635885 -2.073862 -0.337074 0.161 -0.047 -0.042
O -1.901173 1.029324 3.155667 -1.185 -1.837 -2.036
O 0.367776 -0.712310 -0.542114 -0.231 0.106 0.017
O 0.138488 -6.451851 1.799864 0.062 -0.078 -0.017
O 3.389201 6.716467 -1.075571 0.036 -0.145 -0.025
N -3.781518 0.052638 2.193826 0.673 0.136 0.182
N -0.938769 -0.530437 -1.018716 -0.500 -0.492 -0.378
C -0.028377 -5.483694 0.791987 -0.009 0.050 -0.091
C 1.432527 -0.250770 -1.388320 0.884 0.008 -0.149
C -1.389239 -0.641747 1.526270 -0.553 0.278 0.415
C 3.590413 -1.505935 0.563986 -0.180 0.153 0.366
C 3.524190 9.026290 -1.918360 -0.044 -0.004 0.130
C -4.902235 -3.146506 -1.800987 0.413 0.564 -0.082
C 2.731201 7.027667 0.137982 -0.029 0.016 0.100
C -1.835241 -1.007399 0.112513 0.368 0.154 0.573
C -2.360604 0.223707 2.340904 0.811 1.577 1.821
C 2.477430 -1.358272 -1.524431 -0.365 0.012 -0.060
C -3.392393 -3.255445 -2.063513 -0.487 -0.340 0.176
C -2.086568 -6.179491 2.818114 0.017 0.065 -0.116
C -0.798255 2.132685 -0.905428 0.625 -0.093 0.175
C -0.240319 2.109474 0.510148 -0.197 0.448 -0.206
C -0.578939 -6.227671 3.000759 -0.072 0.009 0.107
C -1.120109 -1.517907 -2.174557 -0.497 -0.439 -0.297
C -1.317050 0.836940 -1.552104 0.159 0.633 0.047
C 1.215954 6.973085 0.041001 0.018 0.052 -0.096
C 0.414684 -4.086902 1.197425 -0.197 -0.035 0.090
C 3.118865 7.583455 -2.163395 0.012 0.091 -0.103
C 3.039406 -1.533619 1.985322 0.119 0.107 -0.576
H -4.102503 0.452814 1.324027 -0.294 0.148 -0.015
H 4.568697 9.082036 -1.611239 0.022 -0.005 -0.036
H -1.069353 -5.471545 0.438495 -0.011 0.036 0.010
H 0.545282 1.386207 0.664492 0.104 -0.199 0.027
H 0.768004 7.099974 1.026951 0.014 -0.018 0.016
H 0.582012 -5.828058 -0.042918 0.018 -0.046 0.012
H 1.878285 0.620970 -0.922451 -0.103 0.176 0.263
H -0.519963 -1.186079 -3.008285 0.257 0.306 -0.005
H -2.437747 -7.073127 2.301988 -0.003 -0.029 0.026
H -1.873728 -2.080756 0.022827 0.136 -0.246 -0.116
H -2.398434 0.850421 -1.532094 -0.241 -0.203 0.120
H 3.373271 -0.659619 2.529860 0.215 0.042 0.264
H -3.207956 -4.064422 -2.757388 0.208 -0.088 -0.218
H -0.743499 -2.477237 -1.847261 0.151 -0.096 0.316
H 0.909801 6.010289 -0.370315 -0.058 -0.043 0.022
H 0.371084 -3.410414 0.341738 0.101 0.020 -0.027
H 1.437376 -4.099190 1.568885 0.051 0.017 -0.055
H -0.219834 -3.677268 1.987021 -0.031 0.010 0.022
H 1.959007 -1.480992 1.921078 -0.270 -0.095 0.119
H 2.920438 9.494323 -1.139572 -0.025 0.017 -0.034
H 3.395629 9.610304 -2.829398 0.010 -0.008 -0.025
H 3.401859 -0.882716 -1.842693 0.237 0.076 -0.152
H -2.872534 -3.511513 -1.148218 0.244 0.213 0.163
H -0.429621 -0.161100 1.604765 0.253 -0.083 -0.158
H -5.181709 -3.690539 -0.910586 -0.140 -0.351 0.049
H -0.220342 -5.318779 3.497966 -0.023 0.012 -0.008
H -4.067049 -0.916067 2.248385 0.001 -0.145 -0.142
H -2.578840 -6.120646 3.788494 0.006 -0.014 0.017
H 1.124252 0.056244 -2.380791 -0.353 0.042 -0.109
H -5.471280 -3.472283 -2.658903 -0.199 -0.235 -0.098
H 3.060385 7.999887 0.519359 -0.030 0.021 -0.019
H 3.343875 -2.435374 2.495630 -0.098 -0.176 0.282
H -2.829134 -0.632278 -0.068087 -0.187 0.088 -0.362
H 0.182359 3.083349 0.720626 0.062 0.217 0.056
H 3.808276 -0.476275 0.289055 -0.044 0.199 -0.205
H 2.178911 -2.038764 -2.317942 -0.060 -0.314 0.031
H 0.817624 7.755221 -0.606319 -0.008 0.023 0.036
H 2.061921 7.523351 -2.449379 -0.010 0.033 0.025
H 3.694308 7.181204 -2.997102 0.021 -0.051 0.023
H 3.077468 6.277106 0.848938 0.045 -0.012 -0.017
H -5.163223 -2.105311 -1.635707 -0.142 0.153 0.136
H 4.520437 -2.059143 0.490811 0.197 -0.151 -0.074
H -1.310818 -1.562996 2.093532 0.099 -0.285 0.133
H -0.317487 -7.063332 3.647637 0.040 -0.025 -0.027
H -1.057629 0.850503 -2.600809 0.163 -0.145 -0.192
H -1.045917 1.983392 1.223716 0.024 -0.190 0.164
H -2.401184 -5.310731 2.233797 -0.008 0.015 0.046
H -1.626180 2.825027 -0.908781 -0.206 0.146 -0.142



# 4
37
Properties=species:S:1:pos:R:3:forces:R:3 method="wB97M-V/def2-TZVPD" spin_multiplicity=1 relative_energy_kj_mol=0.0 fmax_ev_per_a=3.65 charge=-2
Ba -0.451688 -0.589468 0.403989 -0.284 -0.400 3.614
O 0.153054 -0.345137 3.166964 0.526 0.866 -1.159
O 1.084334 -2.869947 0.521606 -0.647 0.190 -0.716
O -2.051904 -2.676073 -0.509319 -0.171 0.615 0.164
O -0.715971 0.056231 -2.214801 -0.236 -0.005 -0.699
O -0.072231 2.128820 0.369699 0.111 0.133 -0.759
O 2.307748 -0.319377 -0.625117 0.171 0.401 -0.193
O -2.780051 0.146613 1.437448 0.319 -0.310 -1.136
O -0.257879 2.603853 4.290839 0.695 -0.758 0.053
C -3.431914 -2.369006 -0.761357 1.109 -1.083 -0.954
C -0.889820 -0.968081 -3.187318 0.683 0.230 -0.674
C 2.825743 -0.489513 -1.925779 0.367 -0.105 0.172
C 0.884509 2.033515 3.807808 -0.961 1.453 -0.674
C 0.648355 2.900826 -0.566057 -0.362 0.382 0.510
C 1.114304 0.480191 3.710160 -1.332 -0.866 0.629
H -1.078232 -1.919268 -2.697391 -0.164 0.137 0.187
H 1.050369 2.426912 2.757069 0.174 -0.258 -0.535
H -0.531695 0.868517 -2.696074 -0.017 0.113 0.254
H 2.966339 0.097952 -0.057402 -0.133 -0.054 0.145
H -1.877110 -3.609150 -0.372580 -0.026 -0.019 0.150
H 1.270189 0.171075 4.771876 0.250 0.022 0.199
H 3.799181 -0.992006 -1.921783 -0.042 -0.095 0.106
H 1.349078 3.568182 -0.050127 0.023 0.002 -0.118
H -3.527046 -1.286732 -0.762749 -0.095 -0.013 0.367
H -4.095763 -2.872133 -0.060709 -0.095 0.281 0.125
H -0.050861 3.502135 -1.164408 0.217 0.055 -0.158
H -3.577332 -2.762200 -1.778842 -0.786 0.204 0.037
H 1.790139 2.469059 4.306034 0.497 -0.436 0.392
H 2.974522 0.468062 -2.438938 -0.251 0.010 -0.119
H 2.097310 0.338509 3.198115 0.466 0.350 -0.090
H -1.665382 -0.710609 -3.915817 -0.284 -0.135 0.271
H -0.591908 2.705503 0.945742 0.127 -0.333 0.416
H 0.034960 -1.060100 -3.772137 -0.001 -0.219 0.065
H 1.223328 2.246013 -1.222710 -0.085 -0.158 0.079
H 2.131908 -1.135503 -2.458557 -0.065 0.124 -0.100
H -3.688538 -0.098619 1.251879 -0.237 0.021 0.077
H 1.629973 -2.139043 0.220738 0.541 -0.344 0.072